1.
Here is C33H24BrF9KNOPSi as an isolated structure from the OMol25 dataset. Energies are from wB97M-V/def2-TZVPD.

Computed properties:
Electronic energy in eV: -166140.2197
Net charge: -1
Energy above the lowest of the compared OMol25 structures with the same formula, charge and spin in kcal per mole: 57.8
Frontier orbital gap in eV: 5.6
Lowest unoccupied orbital energy in eV: 1.92

Cartesian coordinates (Å):
K -0.307 1.584 0.071
F 4.206 -2.904 -5.003
C 3.078 -2.633 -4.345
C 1.969 -3.436 -4.498
F 2.018 -4.503 -5.297
C 0.807 -3.139 -3.795
F -0.191 -4.014 -3.973
C 0.698 -2.044 -2.947
P -0.846 -1.595 -2.005
C -0.390 -2.276 -0.391
C -0.860 -1.636 0.689
C -0.414 -1.974 2.060
C 0.334 -3.312 2.265
C 0.832 -3.904 0.989
C 0.512 -3.430 -0.215
C -2.114 -2.727 -2.659
C -2.764 -2.362 -3.833
C -3.777 -3.153 -4.352
C -4.170 -4.303 -3.683
C -3.548 -4.656 -2.494
C -2.525 -3.873 -1.984
C 1.848 -1.252 -2.803
Br 1.968 0.248 -1.665
C 3.016 -1.544 -3.486
F 4.116 -0.805 -3.351
H -1.541 -0.797 0.570
H -1.204 -1.827 2.798
H -0.200 -4.074 2.844
H 1.482 -4.772 1.046
H 0.907 -3.914 -1.101
H -2.483 -1.451 -4.351
H -4.268 -2.863 -5.272
H -4.966 -4.918 -4.082
H -3.856 -5.547 -1.961
H -2.040 -4.159 -1.059
C -1.540 3.318 2.345
Si 0.038 2.701 3.186
C -0.208 3.032 5.027
C 1.422 3.842 2.623
N 0.322 1.096 2.701
C 0.628 0.003 3.398
C 0.684 -0.222 4.755
C 0.921 -1.542 5.283
C 1.231 -2.645 4.580
C 1.409 -2.555 3.099
C 0.869 -1.217 2.527
H -1.785 4.345 2.621
H -2.380 2.678 2.627
H -1.489 3.328 1.252
H -0.471 4.086 5.160
H 0.694 2.835 5.606
H -1.013 2.426 5.447
H 1.257 4.871 2.948
H 1.548 3.871 1.537
H 2.373 3.504 3.041
H 0.472 0.560 5.467
H 0.833 -1.649 6.362
H 1.395 -3.589 5.086
H 2.437 -2.786 2.790
H 1.447 -0.916 1.649
F 1.238 8.268 -2.386
C 0.778 7.013 -2.187
C 1.645 5.984 -1.859
F 2.958 6.239 -1.722
C 1.162 4.707 -1.671
F 2.034 3.732 -1.318
C -0.206 4.358 -1.798
O -0.609 3.162 -1.605
C -1.050 5.445 -2.118
F -2.376 5.236 -2.246
C -0.571 6.727 -2.310
F -1.423 7.721 -2.624

These are the Löwdin partial charges, in e, on atoms 1 to 8:
1 K 0.653
2 F 0.126
3 C -0.136
4 C -0.139
5 F 0.124
6 C -0.211
7 F 0.097
8 C -0.301

=====

2.
Here is C33H24BrN4O7S3SbSe4Tc as an isolated structure from the OMol25 dataset. Energies are from wB97M-V/def2-TZVPD.

Computed properties:
Electronic energy in eV: -427564.5163
Net charge: +1
Energy above the lowest of the compared OMol25 structures with the same formula, charge and spin in kcal per mole: 0.0
Frontier orbital gap (spin up / spin down) in eV: 4.8 / 4.8
Lowest unoccupied orbital energy (spin up / spin down) in eV: -5.49 / -5.50

Cartesian coordinates (Å):
Tc 0.074 -0.212 0.078
Br 4.631 1.256 -6.346
C 5.327 1.716 -4.650
C 6.385 0.984 -4.132
C 6.884 1.312 -2.883
C 6.284 2.318 -2.137
C 5.257 3.078 -2.681
C 4.787 2.786 -3.954
N 6.861 2.607 -0.850
N 6.168 2.693 0.169
C 4.755 2.399 0.160
C 3.906 3.355 0.648
C 2.512 3.156 0.729
C 1.996 1.949 0.343
O 0.697 1.636 0.359
C 2.860 0.936 -0.093
N 2.223 -0.223 -0.398
C 2.952 -1.241 -0.801
C 4.347 -1.172 -0.891
C 4.998 -0.014 -0.569
C 4.245 1.117 -0.188
H 6.826 0.182 -4.708
H 7.736 0.784 -2.473
H 4.837 3.903 -2.122
H 4.004 3.382 -4.400
H 4.326 4.300 0.969
H 1.861 3.937 1.096
H 2.445 -2.153 -1.062
H 4.889 -2.057 -1.194
H 6.077 0.032 -0.595
O -1.322 -0.447 2.995
S 0.188 -0.697 3.320
O 0.599 -0.046 4.509
O 0.927 -0.293 2.102
C 0.106 -2.443 3.674
C -0.316 -2.713 4.968
C -0.589 -4.022 5.343
C -0.451 -5.053 4.434
C -0.011 -4.789 3.141
C 0.271 -3.492 2.764
S 0.980 -3.198 1.180
O 0.934 -4.404 0.404
O 2.268 -2.624 1.427
O -0.016 -2.182 0.597
H -0.431 -1.902 5.673
H -0.914 -4.225 6.354
H -0.672 -6.070 4.727
H 0.139 -5.583 2.423
Se -1.881 3.619 -4.348
Sb -0.412 2.303 -3.135
Se -1.633 1.200 -1.239
Se -1.785 0.375 1.384
Se 1.739 1.430 -3.459
N -0.006 -1.171 -1.690
S -0.249 -2.743 -2.078
C -1.546 -2.771 -3.309
C -1.843 -4.024 -3.833
C -2.838 -4.125 -4.789
C -3.528 -2.990 -5.201
C -3.230 -1.753 -4.654
C -2.230 -1.635 -3.696
C 1.159 -3.123 -3.092
C 2.010 -4.125 -2.645
C 3.168 -4.377 -3.371
C 3.457 -3.627 -4.501
C 2.588 -2.631 -4.937
C 1.420 -2.380 -4.238
H 0.362 -0.630 -2.475
H -1.303 -4.905 -3.506
H -3.078 -5.092 -5.210
H -4.308 -3.077 -5.946
H -3.775 -0.871 -4.964
H -2.013 -0.682 -3.238
H 1.774 -4.680 -1.744
H 3.842 -5.159 -3.048
H 4.364 -3.823 -5.057
H 2.817 -2.052 -5.821
H 0.728 -1.621 -4.584

These are the Löwdin partial charges, in e, on atoms 1 to 8:
1 Tc 1.198
2 Br 0.743
3 C -0.703
4 C -0.112
5 C -0.035
6 C -0.278
7 C -0.019
8 C -0.176